No. 1
74
Properties=species:S:1:pos:R:3 method="wB97M-V/def2-TZVPD" s2=6.027 homo_lumo_gap_ev="8.033 / 6.348" multiplicity=5 charge=+1 energy_ha=-4729.76255
Os 12.76 9.80 8.85
C 9.06 4.04 11.31
C 9.66 5.39 11.30
C 11.04 5.51 11.04
C 11.65 6.75 11.06
C 10.88 7.86 11.37
C 9.47 7.78 11.59
C 8.88 6.54 11.53
S 11.59 9.39 11.75
O 11.91 9.43 13.13
O 10.62 10.35 11.26
N 12.94 9.40 10.85
C 14.13 9.83 11.44
C 14.23 10.81 12.42
C 15.55 11.16 12.93
C 16.69 10.63 12.40
C 16.58 9.74 11.30
C 17.76 9.14 10.69
C 17.54 8.15 9.76
C 16.21 7.82 9.31
N 15.15 8.45 9.81
C 15.30 9.35 10.85
H 9.86 3.31 11.37
H 8.51 3.79 10.41
H 8.43 3.85 12.18
H 11.58 4.68 10.79
H 12.68 6.88 10.88
H 9.01 8.74 11.78
H 7.86 6.41 11.82
H 13.37 11.38 12.79
H 15.51 11.80 13.81
H 17.62 10.89 12.80
H 18.76 9.44 10.97
H 18.33 7.72 9.17
H 16.10 7.02 8.55
C 12.96 11.07 6.07
N 13.88 10.40 7.03
C 14.51 9.31 6.22
C 14.92 11.42 7.49
C 14.24 12.31 8.50
C 14.78 13.54 8.82
C 14.19 14.33 9.77
C 13.08 13.83 10.43
C 12.58 12.57 10.18
C 13.21 11.76 9.20
H 13.51 11.19 5.08
H 12.65 12.09 6.29
H 12.12 10.46 5.94
H 15.30 9.76 5.59
H 13.79 8.79 5.64
H 14.96 8.58 6.90
H 15.24 11.96 6.61
H 15.75 10.80 7.87
H 15.58 13.91 8.24
H 14.65 15.25 10.06
H 12.53 14.44 11.14
H 11.68 12.13 10.59
O 13.02 6.01 7.66
N 12.89 6.83 8.47
O 12.53 8.03 7.85
C 7.53 9.47 7.94
As 9.34 8.96 7.59
C 9.49 7.11 7.90
C 9.50 9.07 5.67
S 10.48 10.60 8.35
H 7.27 10.14 7.06
H 7.46 10.03 8.87
H 6.96 8.52 7.99
H 8.48 6.69 7.91
H 9.94 6.83 8.87
H 10.08 6.71 7.05
H 8.98 8.23 5.23
H 10.60 9.07 5.37
H 9.12 10.02 5.40



No. 2
76
Properties=species:S:1:pos:R:3 method="wB97M-V/def2-TZVPD" s2=6.091 homo_lumo_gap_ev="4.590 / 7.481" multiplicity=5 charge=-1 energy_ha=-4111.68267
Cr -0.33 -0.13 -0.55
Cl 1.75 0.77 2.85
C 1.71 -0.85 2.18
Cl 0.12 -1.34 1.47
H 1.88 -1.55 2.99
H 2.45 -0.88 1.38
O 3.60 -0.07 -0.04
C 2.89 0.54 -0.86
N 1.50 0.56 -0.86
C 1.03 1.21 -1.97
O -0.26 1.15 -2.14
C 2.12 1.72 -2.73
C 2.21 2.43 -3.94
C 3.46 2.74 -4.42
C 4.63 2.34 -3.72
C 4.55 1.63 -2.54
C 3.30 1.31 -2.03
H 1.31 2.72 -4.47
H 3.56 3.29 -5.35
H 5.60 2.60 -4.13
H 5.45 1.32 -2.02
O -0.87 1.74 0.75
C -1.35 2.38 1.66
C -1.87 1.77 2.93
C -3.27 1.29 2.48
C -4.16 2.35 1.80
C -3.75 2.79 0.37
C -2.64 3.85 0.32
N -1.73 3.69 1.47
H -1.94 2.51 3.72
H -1.26 0.93 3.26
H -3.80 0.89 3.34
H -3.11 0.48 1.77
H -4.25 3.23 2.45
H -5.16 1.92 1.73
H -4.63 3.16 -0.16
H -3.41 1.90 -0.17
H -3.04 4.86 0.36
H -2.06 3.75 -0.60
H -2.11 4.09 2.31
O -9.22 -0.18 0.02
C -8.30 -0.73 0.85
O -8.69 -1.23 1.87
C -6.88 -0.68 0.43
C -5.95 -1.39 1.19
C -4.62 -1.46 0.82
C -4.15 -0.80 -0.33
S -2.53 -1.03 -0.95
C -5.08 -0.05 -1.06
C -6.41 0.00 -0.69
H -8.78 0.14 -0.78
H -6.31 -1.91 2.07
H -3.92 -2.04 1.40
H -4.73 0.49 -1.94
H -7.07 0.62 -1.30
C 2.06 -4.46 -1.34
C 0.80 -3.98 -2.04
C -0.14 -5.15 -2.26
O 0.15 -3.06 -1.15
B 0.29 -1.76 -1.63
O 0.93 -1.76 -2.85
C 1.08 -3.11 -3.32
C 0.06 -3.31 -4.43
C 2.49 -3.25 -3.88
H 1.77 -4.92 -0.39
H 2.73 -3.62 -1.12
H 2.60 -5.20 -1.93
H -0.27 -5.69 -1.32
H 0.27 -5.84 -3.01
H -1.12 -4.80 -2.59
H -0.95 -3.07 -4.06
H 0.07 -4.33 -4.81
H 0.28 -2.62 -5.24
H 3.23 -2.89 -3.17
H 2.57 -2.66 -4.79
H 2.70 -4.30 -4.12



No. 3
72
Properties=species:S:1:pos:R:3 method="wB97M-V/def2-TZVPD" homo_lumo_gap_ev="3.916 / 3.524" charge=-2 energy_ha=-3162.43505
Sn -16.17 3.25 9.27
S -17.55 5.09 10.74
C -19.21 5.08 10.26
C -20.06 6.13 10.66
C -21.43 6.12 10.36
C -21.98 5.05 9.63
C -21.15 4.01 9.19
C -19.78 3.97 9.49
S -18.84 2.64 8.95
H -19.60 6.94 11.27
H -22.06 6.92 10.79
H -23.03 5.03 9.33
H -21.59 3.17 8.64
O -16.32 -3.00 13.47
N -15.79 -3.16 12.35
O -15.31 -4.20 11.90
C -15.74 -2.01 11.46
C -15.19 -2.32 10.21
C -15.21 -1.34 9.17
C -14.80 -1.60 7.84
C -14.94 -0.59 6.90
C -15.40 0.70 7.25
N -15.79 0.99 8.52
C -15.73 -0.02 9.46
C -16.20 0.27 10.81
N -16.62 1.54 11.02
C -17.26 1.83 12.16
C -17.35 0.89 13.20
C -16.83 -0.38 13.10
C -16.26 -0.73 11.84
H -14.80 -3.34 10.08
H -14.41 -2.55 7.51
H -14.64 -0.80 5.86
H -15.44 1.51 6.49
H -17.66 2.86 12.30
H -17.87 1.20 14.09
H -16.86 -1.04 13.95
Cl -17.12 3.83 5.89
C -16.20 4.45 7.23
H -16.60 5.43 7.50
H -15.16 4.56 6.90
C -13.24 1.95 10.95
Si -13.73 3.62 10.22
C -12.42 4.04 8.82
C -12.66 3.06 7.65
C -11.00 3.88 9.39
C -12.57 5.48 8.28
C -13.64 4.89 11.69
C -13.87 6.35 11.27
C -12.25 4.82 12.35
C -14.66 4.51 12.76
H -12.22 2.03 11.36
H -13.28 1.17 10.20
H -13.93 1.65 11.74
H -12.45 2.03 7.94
H -12.04 3.33 6.79
H -13.72 3.11 7.32
H -10.84 2.99 10.00
H -10.72 4.78 9.96
H -10.28 3.83 8.57
H -13.61 5.73 8.00
H -11.93 5.59 7.40
H -12.27 6.24 8.98
H -13.06 6.66 10.61
H -13.87 6.99 12.15
H -14.80 6.49 10.72
H -11.51 5.29 11.72
H -11.92 3.79 12.54
H -12.18 5.35 13.30
H -15.68 4.63 12.43
H -14.52 5.06 13.68
H -14.58 3.44 13.02



No. 4
74
Properties=species:S:1:pos:R:3 method="wB97M-V/def2-TZVPD" s2=0.796 homo_lumo_gap_ev="6.610 / 5.473" multiplicity=2 charge=+1 energy_ha=-3794.82617
Fe -0.05 1.22 0.64
N 4.26 0.02 -1.10
C 2.95 0.25 -0.79
S 2.64 0.71 0.94
N 2.02 0.11 -1.64
N 0.73 0.29 -1.32
C -0.19 -0.02 -2.25
C 0.25 -0.72 -3.48
C 0.80 -1.99 -3.39
C 1.19 -2.66 -4.53
C 1.05 -2.07 -5.78
C 0.52 -0.79 -5.87
C 0.12 -0.12 -4.73
C -1.54 0.29 -1.99
C -2.57 -0.04 -2.90
C -3.87 0.27 -2.60
C -4.16 0.89 -1.37
C -3.11 1.18 -0.53
N -1.83 0.90 -0.80
H 4.94 0.50 -0.54
H 4.46 -0.02 -2.09
H 0.91 -2.45 -2.42
H 1.59 -3.66 -4.45
H 1.36 -2.59 -6.67
H 0.42 -0.31 -6.83
H -0.30 0.88 -4.81
H -2.32 -0.55 -3.82
H -4.66 0.04 -3.29
H -5.17 1.13 -1.09
H -3.29 1.65 0.43
C -3.27 -0.75 5.23
C -2.65 0.21 4.30
C -2.72 1.59 4.27
C -1.90 1.99 3.21
N -1.37 0.93 2.62
N -1.83 -0.14 3.29
C -1.60 3.38 2.78
H -4.10 -0.28 5.74
H -2.54 -1.06 5.98
H -3.62 -1.65 4.72
H -3.30 2.21 4.92
H -1.59 -1.07 2.99
H -2.42 4.04 3.03
H -1.41 3.40 1.71
H -0.70 3.74 3.29
N 0.68 3.55 -2.03
C 0.45 4.09 -0.83
O 0.19 3.40 0.15
C 0.51 5.59 -0.71
I 2.54 6.26 -1.02
H 0.66 2.54 -2.10
H 0.94 4.10 -2.83
H 0.23 5.89 0.29
H -0.11 6.08 -1.45
C 2.13 -0.79 3.64
Si 2.68 -1.31 1.89
C 4.47 -1.89 1.68
C 1.35 -2.48 1.18
C 1.60 -3.83 0.99
C 0.61 -4.69 0.54
C -0.67 -4.21 0.30
C -0.94 -2.87 0.50
C 0.06 -2.02 0.93
H 2.22 -1.61 4.35
H 1.09 -0.45 3.64
H 2.73 0.03 4.01
H 4.66 -2.79 2.25
H 5.16 -1.13 2.05
H 4.73 -2.08 0.64
H 2.59 -4.23 1.18
H 0.83 -5.74 0.39
H -1.44 -4.88 -0.04
H -1.93 -2.48 0.32
H -0.17 -0.96 1.07



No. 5
72
Properties=species:S:1:pos:R:3 method="wB97M-V/def2-TZVPD" smiles="COc1cc(/C=C/C(=O)N2CCN(C(=O)/C=C/c3cc(OC)c(OC)c(OC)c3)CC2)cc(OC)c1OC" homo_lumo_gap_ev=8.228 energy_ha=-1798.69635
C -3.48 3.85 1.73
O -3.33 2.80 0.80
C -2.13 2.50 0.22
C -2.17 1.34 -0.55
C -1.05 0.88 -1.22
C -1.07 -0.32 -2.04
C -2.16 -0.98 -2.44
C -2.03 -2.22 -3.23
O -1.14 -2.38 -4.05
N -2.98 -3.19 -3.00
C -3.81 -3.20 -1.82
C -2.93 -3.61 -0.61
N -1.88 -4.50 -1.08
C -0.54 -4.24 -1.03
O 0.25 -4.93 -1.65
C -0.08 -3.13 -0.17
C 1.06 -2.51 -0.49
C 1.70 -1.41 0.20
C 3.03 -1.12 -0.08
C 3.70 -0.11 0.57
O 4.99 0.15 0.20
C 5.99 -0.03 1.19
C 3.04 0.68 1.54
O 3.81 1.64 2.13
C 3.24 2.80 2.68
C 1.69 0.41 1.81
O 1.06 1.20 2.75
C -0.28 0.92 3.07
C 1.04 -0.62 1.15
C -2.34 -5.39 -2.13
C -2.65 -4.55 -3.40
C 0.15 1.58 -1.08
C 0.20 2.76 -0.35
O 1.34 3.51 -0.23
C 2.46 3.17 -1.01
C -0.94 3.24 0.32
O -0.97 4.44 0.99
C 0.08 4.74 1.89
H -3.27 4.82 1.28
H -4.52 3.80 2.04
H -2.84 3.71 2.61
H -3.11 0.82 -0.59
H -0.11 -0.71 -2.34
H -3.15 -0.62 -2.21
H -4.26 -2.22 -1.64
H -4.61 -3.92 -1.98
H -3.54 -4.14 0.14
H -2.49 -2.72 -0.16
H -0.66 -2.86 0.71
H 1.59 -2.89 -1.35
H 3.57 -1.70 -0.82
H 6.00 -1.07 1.53
H 6.93 0.20 0.70
H 5.84 0.63 2.04
H 2.56 3.28 1.98
H 2.72 2.59 3.62
H 4.08 3.47 2.88
H -0.94 1.06 2.20
H -0.55 1.65 3.84
H -0.40 -0.09 3.47
H 0.00 -0.82 1.35
H -1.55 -6.10 -2.34
H -3.23 -5.92 -1.78
H -3.48 -4.98 -3.96
H -1.77 -4.49 -4.04
H 1.03 1.21 -1.58
H 2.21 3.15 -2.08
H 2.88 2.20 -0.72
H 3.19 3.95 -0.82
H 0.95 5.14 1.37
H -0.32 5.51 2.56
H 0.37 3.87 2.48



No. 6
68
Properties=species:S:1:pos:R:3 method="wB97M-V/def2-TZVPD" homo_lumo_gap_ev=6.586 charge=-1 energy_ha=-1828.91401
Tl -1.06 -0.40 -2.11
O -2.00 0.47 0.33
C -2.09 1.89 0.43
C -0.94 2.51 -0.52
O -1.04 3.72 -0.73
O -0.08 1.70 -0.97
C -3.47 2.31 -0.05
C -3.72 2.75 -1.34
C -5.01 2.99 -1.77
C -6.09 2.78 -0.92
C -5.86 2.34 0.37
C -4.56 2.11 0.81
C -1.83 2.36 1.85
C -1.93 3.72 2.14
C -1.62 4.19 3.41
C -1.23 3.30 4.41
C -1.16 1.95 4.13
C -1.45 1.48 2.85
H -2.64 0.08 0.94
H -2.89 2.93 -2.01
H -5.19 3.34 -2.78
H -7.10 2.95 -1.26
H -6.69 2.18 1.05
H -4.39 1.78 1.83
H -2.20 4.41 1.35
H -1.67 5.25 3.62
H -0.99 3.67 5.40
H -0.86 1.25 4.90
H -1.36 0.42 2.65
C 3.27 0.26 2.60
Te 1.91 0.92 1.04
C 3.52 1.57 -0.22
H 4.26 0.65 2.40
H 3.31 -0.82 2.63
H 2.94 0.64 3.57
H 4.25 2.11 0.38
H 3.10 2.23 -0.97
H 3.99 0.71 -0.70
C 2.70 -2.22 -4.24
C 2.99 -1.29 -3.05
C 2.14 -0.01 -3.15
C 2.85 -2.05 -1.75
C 4.00 -2.36 -1.05
C 3.97 -3.12 0.11
C 2.75 -3.58 0.56
C 1.56 -3.30 -0.10
C 0.28 -3.90 0.45
C -0.73 -2.83 0.88
C -0.35 -4.88 -0.54
C 1.58 -2.49 -1.28
O 0.48 -2.23 -1.95
H 2.85 -1.70 -5.19
H 1.66 -2.56 -4.18
H 3.35 -3.09 -4.21
H 4.04 -0.99 -3.13
H 1.20 -0.22 -3.67
H 2.66 0.77 -3.71
H 1.91 0.39 -2.16
H 4.95 -1.99 -1.42
H 4.89 -3.36 0.64
H 2.71 -4.19 1.46
H 0.56 -4.46 1.35
H -1.12 -2.32 0.01
H -0.25 -2.09 1.53
H -1.57 -3.29 1.42
H -0.60 -4.35 -1.46
H -1.26 -5.33 -0.12
H 0.35 -5.68 -0.78



These records have ΔE to the lowest compared entry with this formula, charge and spin values of 77.3; 11.6; 19.0; 164.3; 0.0; 25.0 kJ/mol, in the order they appear.
These records have largest force on an atom values of 2.6; 2.0; 4.1; 4.2; 0.8; 0.6 eV/Å, in the order they appear.